The following is a DFT calculation (wB97M-V/def2-TZVPD) of the ion C9H11F3P with charge +1 in a non-equilibrium geometry.

HOMO energy: -0.499 Ha
total charge: +1

Last column: natural (NBO) charge in e.
CARTESIAN COORDINATES (ANGSTROEM)
C (3.4204, 1.2220, 0.0027)  -0.176
C (2.3769, 2.0232, -0.4002)  -0.166
C (3.1400, -0.0786, 0.4725)  -0.168
C (1.0736, 1.5656, -0.4386)  -0.270
C (1.8527, -0.5488, 0.4695)  -0.286
C (0.8859, 0.2922, 0.0394)  -0.041
C (-1.5628, -1.4100, -1.5539)  -1.056
C (-1.5329, -1.5624, 1.4455)  -0.895
C (-2.4492, 0.8298, 0.1333)  0.770
F (-3.6176, 0.4037, -0.3068)  -0.300
F (-2.4975, 1.1588, 1.3766)  -0.280
F (-2.2034, 1.9156, -0.6411)  -0.319
P (-1.1543, -0.5108, -0.0864)  1.230
H (4.3196, 1.7176, 0.2056)  0.239
H (2.5001, 3.0301, -0.9698)  0.247
H (3.7746, -0.6705, 1.1247)  0.242
H (0.3808, 2.3071, -0.6081)  0.249
H (1.7088, -1.5711, 0.8527)  0.246
H (-2.6548, -1.7733, -1.6429)  0.307
H (-0.9824, -2.1869, -1.8936)  0.291
H (-1.6281, -0.9188, -2.5117)  0.314
H (-2.7113, -1.6486, 1.5796)  0.284
H (-1.1091, -1.0726, 2.3029)  0.280
H (-1.3300, -2.5130, 1.0479)  0.258

---

The following is a DFT calculation (wB97M-V/def2-TZVPD) of the molecule CH2F3N3 in a non-equilibrium geometry.

energy relative to the best compared isomer or geometry (same formula, charge and spin): 720.1 kJ/mol
SMILES: N/C(=N/F)N(F)F
HOMO energy: -0.381 Ha

Last column: natural (NBO) charge in e.
CARTESIAN COORDINATES (ANGSTROEM)
C (-1.3670, -0.4594, 0.0218)  0.475
N (-1.7970, -1.6504, 0.1948)  -0.113
N (-0.1398, -0.0331, -0.2748)  -0.795
N (-2.5726, 0.7861, 0.2277)  0.302
F (-3.1363, -1.8678, 0.4470)  -0.211
F (-2.9298, 1.2414, -1.0169)  -0.222
F (-1.7421, 1.7551, 0.8537)  -0.255
H (0.5158, -0.7388, -0.2853)  0.410
H (-0.1104, 0.7104, -0.8944)  0.409

---

The following is a DFT calculation (wB97M-V/def2-TZVPD) of the ion C24H30Br2FN2 with charge +1 in a non-equilibrium geometry.

SMILES: CC[C@H](F)[C@]1(c2ccccc2)[NH2+]C[C@H](/C(Br)=C(/C)Br)N[C@H]1CCc1ccccc1
HOMO energy: -0.405 Ha
total charge: +1

Last column: natural (NBO) charge in e.
CARTESIAN COORDINATES (ANGSTROEM)
C (1.9005, 4.3875, 0.4861)  -0.609
C (1.4055, 3.3670, -0.5482)  -0.450
C (1.0426, 2.0310, 0.1218)  0.205
F (2.1102, 1.1688, 0.0618)  -0.349
C (-0.2272, 1.3239, -0.3943)  0.093
C (-0.3242, 1.1437, -1.8866)  0.009
C (0.8009, 1.1023, -2.7133)  -0.225
C (0.6743, 0.8837, -4.0790)  -0.180
C (-0.5788, 0.6972, -4.6634)  -0.186
C (-1.7043, 0.7260, -3.8496)  -0.176
C (-1.5755, 0.9460, -2.4824)  -0.281
N (-1.3515, 2.2165, 0.0622)  -0.524
C (-1.9220, 1.8442, 1.4025)  -0.237
C (-2.6375, 0.5212, 1.1964)  -0.115
C (-3.3407, 0.0459, 2.4419)  -0.132
Br (-5.2365, 0.0237, 2.2812)  0.086
C (-2.8183, -0.3400, 3.5962)  -0.029
C (-3.5923, -0.7900, 4.7889)  -0.674
Br (-0.9311, -0.3786, 3.8149)  0.075
N (-1.7431, -0.4565, 0.5729)  -0.623
C (-0.3702, -0.0467, 0.3745)  -0.063
C (0.3846, -1.1963, -0.3027)  -0.394
C (0.9850, -2.1362, 0.7603)  -0.423
C (1.9593, -3.1343, 0.1940)  0.054
C (2.9810, -2.7658, -0.6858)  -0.241
C (3.8816, -3.6982, -1.1870)  -0.200
C (3.7833, -5.0369, -0.8215)  -0.210
C (2.7801, -5.4128, 0.0649)  -0.200
C (1.8842, -4.4774, 0.5654)  -0.227
H (2.5450, 5.1080, -0.0038)  0.235
H (2.5069, 3.9023, 1.2434)  0.220
H (1.0787, 4.9098, 0.9630)  0.202
H (2.2130, 3.1700, -1.2397)  0.247
H (0.5350, 3.7440, -1.0810)  0.195
H (0.8705, 2.2161, 1.1858)  0.168
H (1.7905, 1.2097, -2.3039)  0.230
H (1.5416, 0.8546, -4.7176)  0.232
H (-0.6513, 0.5256, -5.7227)  0.234
H (-2.6737, 0.5720, -4.2937)  0.230
H (-2.4930, 0.9465, -1.9031)  0.187
H (-1.0662, 3.1977, 0.0880)  0.441
H (-2.1306, 2.1721, -0.5961)  0.445
H (-1.1452, 1.8071, 2.1540)  0.246
H (-2.6447, 2.5995, 1.6898)  0.243
H (-3.4348, 0.7419, 0.4825)  0.209
H (-2.9267, -0.9776, 5.6205)  0.243
H (-4.2071, -1.6515, 4.5551)  0.250
H (-4.2618, 0.0150, 5.0846)  0.244
H (-2.1390, -0.8368, -0.2732)  0.386
H (0.1182, 0.0977, 1.3318)  0.220
H (1.1979, -0.8336, -0.9073)  0.224
H (-0.3156, -1.7827, -0.8922)  0.213
H (0.1959, -2.6498, 1.2973)  0.219
H (1.5472, -1.5108, 1.4562)  0.204
H (3.0970, -1.7306, -0.9758)  0.196
H (4.6512, -3.3585, -1.8602)  0.215
H (4.4805, -5.7505, -1.2269)  0.221
H (2.7053, -6.4505, 0.3523)  0.219
H (1.1120, -4.7784, 1.2574)  0.207

---

The following is a DFT calculation (wB97M-V/def2-TZVPD) of a structure of composition C4H8O2 in a non-equilibrium geometry.

energy relative to the best compared isomer or geometry (same formula, charge and spin): 370.6 kJ/mol
HOMO energy: -0.330 Ha

Last column: natural (NBO) charge in e.
CARTESIAN COORDINATES (ANGSTROEM)
C (-1.7122, 0.7889, 0.1631)  -0.258
O (-1.6047, -0.6100, 0.1663)  -0.483
C (-0.3673, -1.1366, 0.3232)  0.016
C (1.0388, -0.7759, 0.1003)  0.389
O (1.8455, -1.6080, 0.5108)  -0.634
C (1.4654, 0.4359, -0.6779)  -0.696
H (-1.4296, 1.1732, -0.8194)  0.178
H (-2.7552, 1.0199, 0.3823)  0.203
H (-1.0591, 1.2234, 0.9394)  0.173
H (0.2588, -0.3534, 1.2870)  0.178
H (-0.4860, -2.2330, 0.3477)  0.233
H (2.4212, 0.7858, -0.2935)  0.240
H (0.7593, 1.2662, -0.7509)  0.215
H (1.6250, 0.0235, -1.6784)  0.245

---

The following is a DFT calculation (wB97M-V/def2-TZVPD) of a cluster of 2 separate species, C3H9NO3P in total in a non-equilibrium geometry.

energy relative to the best compared isomer or geometry (same formula, charge and spin): 342.7 kJ/mol
HOMO energy: -0.160 Ha
total charge: -1

Last column: natural (NBO) charge in e.
CARTESIAN COORDINATES (ANGSTROEM)
C (0.8792, -0.0382, -1.1460)  -0.648
C (0.5666, 0.2401, 1.3811)  -0.648
C (0.2000, -0.4953, 0.0946)  -0.100
N (-1.9575, -0.8155, -1.5743)  -1.272
O (-2.2364, -0.8201, 1.2218)  -1.110
O (0.4705, -1.8884, 0.3766)  -0.743
O (-1.2055, 2.0740, 0.1078)  -1.198
P (-1.6116, -0.4645, -0.0803)  2.136
H (0.7560, 1.0625, -1.1010)  0.260
H (0.4263, -0.4371, -2.0393)  0.235
H (1.9317, -0.2746, -1.2405)  0.192
H (1.3631, -0.2801, 1.9324)  0.189
H (-0.4730, 0.1775, 1.9081)  0.244
H (0.8005, 1.2413, 1.3805)  0.223
H (-2.9030, -1.0658, -1.6693)  0.356
H (-0.0807, -2.1363, 1.1477)  0.472
H (-1.1985, 2.2696, 1.0433)  0.411

---

The following is a DFT calculation (wB97M-V/def2-TZVPD) of a structure of composition C33H27MnN6O6Se in a non-equilibrium geometry.

2S+1: 6
HOMO energy (alpha / beta): -0.165 / -0.175 Ha
expectation value of S²: 8.755
total charge: -1

Last column: Mulliken spin population.
CARTESIAN COORDINATES (ANGSTROEM)
Mn (0.8129, 1.4090, 1.0723)  4.752
O (1.2936, 2.2420, 2.9790)  0.042
C (2.0301, 1.4711, 3.7488)  0.014
C (1.5577, 1.2540, 5.0975)  -0.006
C (2.2872, 0.5300, 6.0296)  0.001
C (3.5059, -0.0567, 5.6864)  0.005
C (3.8752, 0.0404, 4.3498)  0.007
C (3.2011, 0.7853, 3.3817)  0.017
C (3.7662, 0.7744, 1.9515)  -0.030
N (3.0855, 1.2329, 1.0000)  0.039
N (3.5970, 1.4380, -0.3265)  0.000
C (2.6217, 1.4637, -1.1840)  0.005
O (1.3835, 1.2482, -0.9000)  -0.011
C (2.9794, 1.9113, -2.5938)  0.007
C (1.9327, 2.1964, -3.5070)  0.001
C (2.2257, 2.4564, -4.8051)  0.000
C (3.5462, 2.5865, -5.2345)  0.001
C (4.5664, 2.3885, -4.2805)  0.000
C (4.3185, 2.0414, -2.9798)  -0.001
H (0.6067, 1.7217, 5.3284)  0.000
H (1.9305, 0.4078, 7.0772)  0.000
H (4.1340, -0.7081, 6.2633)  0.001
H (4.6946, -0.5160, 3.9618)  -0.001
H (4.7780, 0.3823, 1.8634)  0.003
H (0.9217, 1.9761, -3.0872)  0.001
H (1.3634, 2.5102, -5.5008)  0.000
H (3.7598, 2.8049, -6.2641)  0.000
H (5.6085, 2.4850, -4.6592)  0.000
H (5.0668, 1.7315, -2.2558)  0.000
C (1.3162, -0.9517, -3.5940)  0.005
N (-0.0155, -1.4964, -3.3456)  0.000
C (-1.2013, -1.1341, -3.9335)  0.000
Se (-1.4764, 0.0864, -5.2913)  0.000
N (-2.1114, -1.8260, -3.2878)  0.000
C (-1.5472, -2.5437, -2.2046)  -0.001
C (-2.1362, -3.3596, -1.2654)  -0.001
C (-1.2766, -3.6886, -0.2167)  0.001
C (0.1115, -3.4448, -0.2563)  0.000
C (0.6817, -2.7894, -1.3182)  -0.002
C (-0.1794, -2.3034, -2.2375)  0.002
H (1.2823, -0.4015, -4.5147)  0.000
H (2.0962, -1.7042, -3.5429)  0.000
H (1.4825, -0.2817, -2.7427)  -0.003
H (-3.1139, -1.7137, -3.4191)  0.000
H (-3.1963, -3.4174, -1.1286)  0.000
H (-1.6658, -4.0626, 0.7169)  0.000
H (0.7482, -3.8461, 0.5456)  0.000
H (1.7415, -2.5563, -1.3247)  -0.001
O (-1.4549, -0.2201, -0.6950)  0.031
C (-1.4176, -0.4336, 0.5080)  -0.007
O (-0.5458, -0.0082, 1.3379)  0.058
C (-2.6720, -1.1030, 1.0807)  0.001
C (-3.8484, -0.9839, 0.3817)  0.001
C (-5.0114, -1.5855, 0.7945)  -0.001
C (-4.9605, -2.4131, 1.8896)  0.001
O (-6.0004, -3.1247, 2.5033)  0.000
C (-5.3788, -3.4215, 3.7382)  0.000
O (-3.9430, -3.5283, 3.5614)  0.000
C (-3.7511, -2.6235, 2.5496)  -0.002
C (-2.5724, -1.9481, 2.1887)  0.005
H (-3.8703, -0.3778, -0.5050)  0.001
H (-5.9280, -1.5983, 0.2778)  0.000
H (-5.7270, -4.3619, 4.0767)  0.000
H (-5.5475, -2.6428, 4.4621)  0.000
H (-1.6028, -2.0916, 2.6914)  0.000
N (-0.8095, 2.9467, -0.7550)  -0.021
C (-1.9438, 3.6389, -0.9395)  0.008
C (-2.1537, 4.3976, 0.2371)  -0.002
C (-1.0617, 4.0848, 1.0440)  0.013
N (-0.2468, 3.1932, 0.4497)  0.070
H (-0.3646, 2.1990, -1.3348)  -0.003
H (-2.5448, 3.6471, -1.8366)  0.001
H (-2.9110, 5.1619, 0.4203)  0.000
H (-0.7226, 4.4233, 2.0222)  -0.002

---

The following is a DFT calculation (wB97M-V/def2-TZVPD) of a structure of composition C22H9Br4F5IrN4O5S in a non-equilibrium geometry.

energy relative to the best compared isomer or geometry (same formula, charge and spin): 124.6 kJ/mol
HOMO energy (alpha / beta): -0.165 / -0.167 Ha
total charge: -1

Last column: natural (NBO) charge in e.
CARTESIAN COORDINATES (ANGSTROEM)
Ir (0.5147, -0.9539, -0.8044)  1.392
Br (-6.3301, 0.5628, 0.3225)  0.064
C (-4.7050, -0.3190, -0.0598)  -0.174
C (-4.6996, -1.7101, -0.3615)  -0.151
Br (-6.3159, -2.6822, -0.4021)  0.067
C (-3.5012, -2.3475, -0.6374)  -0.201
Br (-3.3938, -4.1823, -1.0530)  0.070
C (-2.2753, -1.6394, -0.6396)  0.343
O (-1.1441, -2.2059, -0.9002)  -0.675
C (-2.2855, -0.2464, -0.3663)  0.237
O (-1.1649, 0.3790, -0.4292)  -0.630
C (-3.5143, 0.3858, -0.0603)  -0.173
Br (-3.4354, 2.2375, 0.3040)  0.055
N (-0.4271, 4.4551, 4.8021)  -0.804
C (-0.3193, 3.1489, 4.3099)  0.171
C (-1.1405, 2.7211, 3.2622)  -0.225
C (-1.0151, 1.4429, 2.7552)  -0.152
C (-0.0587, 0.5796, 3.2893)  -0.413
C (0.7765, 0.9964, 4.3193)  -0.133
C (0.6424, 2.2782, 4.8257)  -0.291
S (0.0536, -1.0484, 2.6459)  2.359
O (0.7692, -1.8584, 3.5856)  -0.939
O (-1.2567, -1.4487, 2.2309)  -0.935
N (0.8980, -0.8755, 1.2585)  -0.866
C (2.1856, -0.4987, 1.1649)  0.574
N (3.0205, -0.1994, 2.1698)  -0.479
C (4.2733, 0.0692, 1.8092)  0.117
C (4.7228, 0.0762, 0.4901)  -0.372
C (3.7674, -0.1503, -0.4818)  0.126
N (2.5154, -0.4176, -0.1439)  -0.540
H (-1.2936, 4.9239, 4.6139)  0.378
H (-0.0696, 4.6120, 5.7250)  0.375
H (-1.8862, 3.3954, 2.8496)  0.206
H (-1.6517, 1.0920, 1.9468)  0.257
H (1.5160, 0.3044, 4.7098)  0.244
H (1.2839, 2.6130, 5.6378)  0.202
H (4.9553, 0.3021, 2.6242)  0.194
H (5.7543, 0.2770, 0.2350)  0.228
H (3.9835, -0.1152, -1.5469)  0.228
F (0.2527, -1.1515, -8.0015)  -0.299
C (0.5402, -1.1603, -6.6917)  0.233
C (-0.4380, -0.9395, -5.7538)  0.274
F (-1.6878, -0.7075, -6.1535)  -0.292
C (-0.1323, -0.9482, -4.4099)  0.265
F (-1.1157, -0.6882, -3.5578)  -0.292
C (1.1621, -1.1903, -3.9146)  0.230
O (1.5367, -1.2198, -2.6395)  -0.784
C (2.1197, -1.3944, -4.9149)  0.296
F (3.3942, -1.6050, -4.5447)  -0.316
C (1.8239, -1.3781, -6.2593)  0.250
F (2.7957, -1.5711, -7.1595)  -0.301

---

The following is a DFT calculation (wB97M-V/def2-TZVPD) of a cluster of 7 separate species, C27H60BN3O12 in total in a non-equilibrium geometry.

energy relative to the best compared isomer or geometry (same formula, charge and spin): 103.9 kJ/mol
SMILES: CB(O)C1=C(CCO)C(=O)C(CCOC(C)=O)=C(CC(N)(N)N)C1=O.CCO.CCO.CCO.CCO.CCO.CCO
HOMO energy: -0.331 Ha

Last column: Mulliken charge in e.
CARTESIAN COORDINATES (ANGSTROEM)
C (5.1394, 0.8259, 1.3487)  -0.337
B (4.4838, 0.0050, 0.0472)  0.346
O (5.3807, -0.8613, -0.7503)  -0.598
C (2.8901, 0.2796, -0.2512)  0.452
C (1.7576, -0.6366, 0.0678)  0.123
C (2.0260, -2.1061, 0.7433)  -0.438
C (2.1132, -3.1834, -0.5304)  0.054
O (3.3721, -3.0844, -1.2867)  -0.578
C (0.2286, -0.0718, -0.3072)  -0.154
O (-0.6670, -0.9367, -0.7887)  -0.567
C (0.0015, 1.5438, -0.0841)  0.343
C (-1.3462, 2.2607, 0.5133)  -0.203
C (-2.5774, 1.2388, 0.8742)  -0.267
O (-3.2275, 0.6283, -0.3101)  -0.246
C (-4.4073, 1.3941, -0.7413)  0.548
C (-5.8855, 0.7348, -0.3775)  -0.702
O (-4.3195, 2.5456, -1.4168)  -0.558
C (1.1533, 2.4747, -0.4187)  0.604
C (0.9757, 4.0836, -0.1607)  -1.107
C (2.2635, 5.0050, -0.5860)  0.583
N (1.9629, 6.4416, -0.1087)  -0.738
N (3.5688, 4.6219, 0.1057)  -0.585
N (2.4265, 5.1399, -2.1147)  -0.678
C (2.5290, 1.7382, -0.9860)  -0.146
O (3.2991, 2.2007, -1.9735)  -0.590
H (6.0333, 0.2513, 1.8464)  -0.131
H (5.4775, 1.9177, 1.0070)  0.189
H (4.2538, 0.9997, 2.1255)  0.217
H (5.8728, -1.4714, -0.1218)  0.289
H (2.9492, -2.1657, 1.4599)  0.219
H (1.0889, -2.4757, 1.3831)  0.316
H (1.2444, -2.8745, -1.2872)  0.099
H (2.0094, -4.2920, -0.1695)  0.019
H (3.3966, -2.2161, -1.7982)  0.336
H (-1.0399, 2.7860, 1.5397)  0.215
H (-1.7371, 3.0448, -0.2617)  0.125
H (-2.3019, 0.4288, 1.7069)  0.362
H (-3.4222, 1.9092, 1.3864)  0.091
H (-6.7344, 1.5477, -0.3543)  0.209
H (-5.7853, 0.1536, 0.6514)  0.260
H (-6.1177, -0.0836, -1.1933)  0.291
H (0.0667, 4.4472, -0.8436)  0.263
H (0.6487, 4.3312, 0.9546)  0.225
H (2.7858, 6.9941, -0.4936)  0.350
H (2.1307, 6.4056, 0.9381)  0.312
H (4.2966, 4.3071, -0.5962)  0.317
H (3.4481, 3.8065, 0.7463)  0.284
H (1.9323, 6.0130, -2.4016)  0.343
H (1.8527, 4.3469, -2.5231)  0.265
C (-1.8425, -5.3274, -0.3316)  -1.144
C (-1.5845, -4.3453, -1.4555)  0.061
O (-0.3535, -4.6512, -2.0939)  -0.455
H (-1.0309, -5.2935, 0.4027)  0.209
H (-2.7858, -5.1026, 0.1739)  0.364
H (-1.8830, -6.3524, -0.7144)  0.354
H (-1.5229, -3.3250, -1.0659)  0.111
H (-2.3852, -4.3824, -2.2006)  0.342
H (-0.4216, -5.5561, -2.4438)  0.247
C (3.5415, -7.3529, 2.7476)  -1.207
C (2.7399, -6.5658, 1.7317)  -0.150
O (3.2003, -5.2232, 1.6854)  -0.398
H (3.4531, -6.9010, 3.7411)  0.288
H (3.1960, -8.3892, 2.7989)  0.358
H (4.6055, -7.3482, 2.4893)  0.350
H (1.6808, -6.5544, 2.0053)  0.247
H (2.8336, -7.0038, 0.7332)  0.285
H (4.1393, -5.2439, 1.4333)  0.244
C (-6.1706, 3.8103, 4.2478)  -1.207
C (-5.8213, 3.0320, 2.9962)  -0.041
O (-4.4169, 3.0545, 2.7871)  -0.519
H (-5.8295, 4.8474, 4.1637)  0.297
H (-7.2504, 3.8065, 4.4208)  0.358
H (-5.6716, 3.3811, 5.1228)  0.353
H (-6.3040, 3.4772, 2.1212)  0.187
H (-6.1476, 1.9906, 3.0778)  0.225
H (-3.9981, 2.6494, 3.5657)  0.262
C (8.3838, 0.1727, 5.1212)  -1.113
C (7.7594, -0.6090, 3.9839)  -0.109
O (7.8205, 0.1480, 2.7840)  -0.554
H (7.8649, 1.1264, 5.2630)  0.295
H (8.3406, -0.3953, 6.0547)  0.328
H (9.4298, 0.4092, 4.9002)  0.319
H (6.7085, -0.8241, 4.1988)  0.278
H (8.2809, -1.5582, 3.8273)  0.253
H (8.7582, 0.3265, 2.5975)  0.273
C (-0.2305, -2.2424, -6.1044)  -0.920
C (-1.4647, -3.0873, -5.8650)  -0.198
O (-1.2061, -4.0472, -4.8511)  -0.444
H (0.6145, -2.8716, -6.4028)  0.256
H (-0.4118, -1.5001, -6.8868)  0.343
H (0.0673, -1.7231, -5.1877)  0.239
H (-1.7459, -3.6215, -6.7773)  0.275
H (-2.3107, -2.4668, -5.5537)  0.248
H (-0.9656, -3.5625, -4.0430)  0.189
C (-8.3355, 2.7461, -3.2008)  -0.915
C (-8.6683, 4.0198, -2.4516)  -0.239
O (-8.2134, 3.9261, -1.1097)  -0.494
H (-8.8010, 1.8818, -2.7159)  0.239
H (-8.6837, 2.8004, -4.2361)  0.355
H (-7.2553, 2.5677, -3.2009)  0.243
H (-9.7499, 4.1828, -2.4349)  0.284
H (-8.1958, 4.8872, -2.9228)  0.259
H (-7.2508, 3.7899, -1.1353)  0.263